[1]
Below is an isolated molecule of C20H18ClNO2 at a distorted geometry, with properties calculated with wB97M-V/def2-TZVPD.

Atoms and positions in Å:
Cl 1.872 -2.513 3.170
O -3.674 0.714 -1.042
O -1.661 0.204 -0.020
N 2.216 2.379 4.551
C -3.050 -4.178 -5.568
C -3.967 -2.023 -1.989
C -3.560 -2.662 -3.250
C -3.603 -2.031 -4.584
C -2.839 -0.133 -0.663
C -2.882 -4.696 -4.338
C -2.858 -1.492 -1.087
C 3.689 2.438 4.831
C 0.174 -1.340 0.808
C -3.399 -2.890 -5.722
C 1.174 3.127 5.351
C -1.705 -2.138 -0.660
C 0.931 -0.300 1.650
C 0.782 1.044 1.407
C 1.205 1.982 2.456
C 1.659 -0.824 2.741
C -3.055 -3.969 -3.172
C -0.929 -1.054 0.018
C 1.760 1.417 3.636
C 2.081 0.084 3.668
H -3.145 -4.311 -2.124
H -3.902 -1.013 -4.769
H -3.384 -2.365 -6.629
H -4.533 -1.210 -2.334
H 0.502 2.439 5.851
H 1.712 3.660 6.055
H -1.346 -3.164 -0.743
H 0.464 1.334 0.397
H 4.189 2.949 4.016
H -2.758 -5.775 -4.300
H -2.894 -4.770 -6.415
H -4.520 -2.761 -1.512
H 0.440 3.748 4.696
H 1.163 3.058 2.263
H 2.718 -0.224 4.517
H 4.151 1.501 5.054
H 4.045 3.039 5.747
H 0.533 -2.351 0.937

Cartesian forces (eV/Å) of the 3 atoms listed first:
Cl -0.09 0.44 -0.65
O 2.24 -1.81 1.77
O 0.56 -2.70 -0.22

**E_LUMO**: -0.6769 eV
**Molecular weight**: 339.822 Da
**Calculated total energy**: -39136.06166 eV
**Charge**: 0
**SMILES**: CN(C)c1ccc(/C=C2/C=C(Cc3ccccc3)C(=O)O2)c(Cl)c1
**Energy relative to the best compared isomer or geometry (same formula, charge and spin)**: 397.1 kJ/mol


[2]
Below is a cluster of 2 separate species, C20H18ClO6S in total at a distorted geometry, with properties calculated with wB97M-V/def2-TZVPD.

Atoms and positions in Å:
Cl -0.879 0.838 0.191
S -2.794 1.058 2.409
O -1.794 1.503 3.352
O -3.349 -0.273 2.503
O 1.151 -1.869 -4.079
O 1.744 0.082 -2.877
O 2.002 0.014 -0.670
O 1.074 -3.867 -3.068
C 1.949 -0.604 -1.713
C -2.305 1.387 0.789
C -4.020 3.398 3.311
C -6.404 3.814 3.173
C -5.120 4.228 3.546
C 1.068 0.263 -5.131
C -6.583 2.568 2.562
C 2.020 -2.079 -1.826
C -5.483 1.739 2.330
C 3.942 -1.451 2.906
C 2.925 -2.425 0.469
C 4.516 -1.044 1.692
C 1.845 -0.610 -4.142
C 1.402 -2.702 -3.016
C -4.210 2.158 2.705
C 4.018 -1.527 0.488
C 2.884 -2.371 2.905
C 2.396 -2.868 1.700
C 3.297 -0.797 -4.555
C 2.320 -2.876 -0.769
H -7.579 2.233 2.268
H 4.459 -1.218 -0.461
H 1.069 -0.205 -6.119
H 5.347 -0.335 1.677
H 3.840 -1.433 -3.850
H -4.971 5.198 4.024
H -5.614 0.762 1.871
H 1.527 1.253 -5.185
H -3.022 3.707 3.610
H 4.322 -1.049 3.848
H 2.434 -2.698 3.845
H -7.265 4.461 3.360
H 3.326 -1.252 -5.552
H 2.155 -3.942 -0.916
H -3.014 1.852 0.118
H 0.037 0.362 -4.776
H 1.558 -3.569 1.665
H 3.783 0.184 -4.612

Cartesian forces (eV/Å) of the 3 atoms listed first:
Cl 2.58 -1.01 -0.82
S 0.15 1.30 -3.17
O 0.50 -0.56 1.02

**E_LUMO**: 1.3947 eV
**Molecular weight**: 421.878 Da
**Calculated total energy**: -56673.82766 eV
**Charge**: -1
**Energy relative to the best compared isomer or geometry (same formula, charge and spin)**: 34.8 kJ/mol


[3]
Below is a structure of composition C20H18Co2NO6 at a distorted geometry, with properties calculated with wB97M-V/def2-TZVPD.

Atoms and positions in Å:
Co 3.212 -0.547 -1.554
Co 2.559 2.331 -1.792
O 0.880 2.070 -4.169
O 5.014 3.578 -2.828
O 5.929 0.025 -2.367
O 1.056 4.483 -0.507
O 2.179 -1.658 -4.066
O 3.172 -2.665 0.442
N -0.956 -1.063 1.909
C -2.069 1.185 -0.894
C 4.848 -0.217 -2.037
C -1.858 -0.354 2.757
C -1.266 0.892 3.400
C -3.200 -0.332 -2.384
C 3.234 -1.842 -0.377
C -1.991 -0.984 -2.654
C 4.043 3.096 -2.426
C -0.838 0.513 -1.113
C -1.921 -2.779 3.201
C 1.697 3.672 -1.026
C 2.574 -1.213 -3.071
C 1.636 0.880 -0.698
C 1.570 2.166 -3.247
C -0.875 -2.473 2.113
C 2.989 1.010 -0.492
C 0.329 0.980 -0.353
C -2.320 -1.412 3.793
C -3.238 0.759 -1.505
C -0.809 -0.553 -2.040
H -3.395 -1.333 3.975
H -1.777 -1.249 4.730
H -2.004 1.356 4.063
H -1.039 -3.054 1.189
H -2.740 -0.044 2.159
H 0.099 1.662 0.484
H -1.524 -3.454 3.960
H -4.174 1.272 -1.281
H -4.122 -0.675 -2.851
H 0.135 -2.742 2.472
H 0.142 -1.054 -2.252
H -0.549 -0.637 1.089
H -2.075 2.045 -0.220
H -0.962 1.632 2.653
H -1.967 -1.842 -3.334
H -0.386 0.623 4.000
H 3.553 1.184 0.420
H -2.795 -3.237 2.728

Cartesian forces (eV/Å) of the 3 atoms listed first:
Co -1.45 1.17 -1.10
Co -0.22 -0.64 -2.64
O 0.96 -0.08 1.30

**E_LUMO**: 2.0459 eV
**Molecular weight**: 486.231 Da
**Calculated total energy**: -110058.94493 eV
**Charge**: -1
**Energy relative to the best compared isomer or geometry (same formula, charge and spin)**: 76.6 kJ/mol


[4]
Below is a structure of composition C20H18F3IrN4O4S, with properties calculated with wB97M-V/def2-TZVPD.

Atoms and positions in Å:
Ir -0.131 0.274 0.258
S 0.704 -0.242 2.348
F 4.685 -2.384 3.353
F 2.576 -2.605 3.776
F 3.503 -0.658 3.902
O -2.637 3.382 1.193
O 0.293 6.771 1.354
O -1.713 5.826 1.451
O -1.815 1.360 0.754
N 0.617 2.324 0.435
N -1.148 -0.674 -2.976
N 1.662 -0.722 0.102
N 1.755 3.023 0.387
C 2.525 -1.052 -0.865
C -2.898 -2.839 1.294
C -2.302 -3.266 -0.977
C -2.015 -1.770 1.314
C 3.727 -1.661 -0.579
C -1.714 2.627 0.914
C -0.673 -1.854 -2.240
C -1.411 -2.193 -0.966
C -3.042 -3.600 0.144
C 3.170 -1.558 1.754
C -1.246 -1.426 0.199
C 3.484 -1.804 3.203
C 1.550 4.318 0.679
C 1.974 -0.925 1.400
C 4.040 -1.930 0.751
C -0.407 5.793 1.269
C -0.334 3.182 0.761
C -1.203 0.516 -2.158
C 0.204 4.474 0.925
C -2.449 -0.896 -3.593
H 2.623 2.557 0.184
H -2.716 -0.028 -4.197
H 2.342 5.047 0.696
H -2.027 0.525 -1.435
H -3.476 -3.074 2.178
H -2.137 4.930 1.332
H -0.722 -2.697 -2.932
H -3.246 -1.064 -2.856
H -3.725 -4.438 0.119
H -1.939 -1.182 2.220
H 4.970 -2.419 1.006
H 4.402 -1.926 -1.378
H 2.232 -0.818 -1.879
H -2.409 -3.848 -1.887
H -0.188 0.672 -1.688
H -1.300 1.409 -2.779
H 0.379 -1.694 -2.019
H -2.395 -1.763 -4.251

Cartesian forces (eV/Å) of the 3 atoms listed first:
Ir 0.05 0.15 -0.02
S -0.01 0.01 -0.04
F 0.00 0.00 0.00

**E_LUMO**: -0.5396 eV
**Molecular weight**: 659.666 Da
**Calculated total energy**: -57010.97816 eV
**Charge**: 0
**Energy relative to the best compared isomer or geometry (same formula, charge and spin)**: 0.0 kJ/mol


[5]
Below is an isolated molecule of C20H18F3N3O4S at a distorted geometry, with properties calculated with wB97M-V/def2-TZVPD.

Atoms and positions in Å:
S 3.565 -0.687 -0.897
F -0.028 4.315 0.939
F -1.510 5.816 0.522
F -2.114 3.853 1.180
O 4.593 -0.064 -1.679
O -1.235 -2.085 -0.160
O 3.209 -2.044 -1.198
O -1.323 2.665 -1.162
N -1.582 0.094 -0.746
N 3.949 -0.462 0.730
N -8.732 -2.036 0.218
C -0.129 1.964 -1.076
C 0.843 -0.236 -0.858
C -0.285 0.574 -0.890
C 3.277 -1.411 1.599
C -1.338 4.057 -1.055
C -1.239 4.509 0.409
C -5.646 -0.452 0.338
C -1.984 -1.156 -0.365
C -7.600 -1.883 0.127
C -5.386 -2.734 -0.422
C -4.027 -2.532 -0.533
C 5.364 -0.607 1.027
C 5.584 -2.110 1.254
C 2.252 1.695 -1.141
C -6.203 -1.689 0.010
C 2.094 0.335 -0.982
C 4.205 -2.635 1.691
C -3.467 -1.291 -0.236
C 1.135 2.515 -1.196
C -4.285 -0.255 0.212
H 3.858 -3.408 1.008
H 5.888 -2.580 0.320
H -0.550 4.551 -1.633
H -2.294 0.797 -0.889
H 2.300 -1.652 1.186
H 3.246 2.098 -1.237
H -3.373 -3.329 -0.853
H 6.353 -2.292 2.003
H 1.276 3.576 -1.323
H -6.285 0.344 0.691
H -3.866 0.698 0.501
H 5.577 -0.032 1.932
H 4.220 -3.040 2.702
H -5.824 -3.692 -0.661
H -2.315 4.380 -1.427
H 3.147 -0.935 2.575
H 0.745 -1.303 -0.749
H 5.938 -0.204 0.196

Cartesian forces (eV/Å) of the 3 atoms listed first:
S -0.36 0.61 0.16
F 0.23 -0.13 -0.07
F -0.05 0.16 -0.25

**E_LUMO**: -0.4620 eV
**Molecular weight**: 453.442 Da
**Calculated total energy**: -52680.30282 eV
**Charge**: 0
**SMILES**: N#Cc1ccc(C(=O)Nc2cc(S(=O)(=O)N3CCCC3)ccc2OCC(F)(F)F)cc1
**Energy relative to the best compared isomer or geometry (same formula, charge and spin)**: 95.3 kJ/mol


| no. | frontier orbital gap (eV) |
| --- | --- |
| 1 | 7.20 |
| 2 | 3.38 |
| 3 | 5.45 |
| 4 | 8.04 |
| 5 | 8.51 |